Molecular formula: C21H78O18
Method: DFT, ωB97M-V with the def2-TZVPD basis set

The geometry in XYZ format:
```
117
Properties=species:S:1:pos:R:3:forces:R:3
O -4.2114 0.3326 2.0001 0.57 -0.43 0.45
H -4.6081 0.2046 1.1384 -0.47 -0.11 -0.87
H -4.9453 0.5606 2.5707 -0.35 0.20 0.31
O -2.2062 2.8797 -1.1435 0.30 0.29 -0.47
H -2.1887 2.4331 -0.2970 -0.07 -0.27 0.52
H -3.1294 2.8792 -1.3961 -0.44 -0.01 -0.08
O -0.4676 3.1571 2.5647 0.20 0.22 0.74
H -0.6245 3.8584 1.9325 -0.14 0.43 -0.59
H -1.0185 2.4346 2.2633 -0.10 -0.68 -0.30
O -0.9312 -4.8944 1.1365 -0.82 -0.27 0.52
H -0.1573 -4.3312 1.1202 0.43 0.14 0.11
H -1.1481 -5.0310 0.2143 0.03 0.09 0.01
O -4.0670 -1.6650 4.4534 -0.52 0.57 0.75
H -3.6585 -2.5213 4.3261 0.23 -0.26 -0.36
H -3.7062 -1.1206 3.7537 0.05 0.07 -0.36
O -4.1043 3.1646 2.6198 -0.16 0.45 -0.21
H -4.6503 3.0100 3.3907 -0.17 -0.02 0.24
H -3.2593 2.7736 2.8419 0.32 -0.14 0.04
O -2.6340 -3.6652 3.3528 -0.18 -0.04 0.37
H -2.2214 -4.3864 3.8280 0.24 -0.19 0.01
H -2.3016 -3.7455 2.4587 0.30 -0.21 -0.51
O 1.3598 -3.3233 3.3751 0.17 -0.24 0.58
H 0.9960 -2.4392 3.4223 -0.15 0.53 0.00
H 1.5782 -3.4440 2.4510 -0.15 -0.15 -0.38
O -0.1955 -4.3341 -1.5216 0.31 0.01 0.01
H -0.9475 -4.8270 -1.8499 -0.31 -0.23 -0.24
H 0.0413 -3.7498 -2.2418 0.00 0.36 -0.38
O 1.5805 -3.7420 0.6177 -0.03 0.06 0.11
H 2.4957 -3.4949 0.4849 0.80 0.01 -0.09
H 1.2203 -3.8127 -0.2663 -0.37 -0.19 -0.30
O 2.1267 2.0553 2.9191 1.11 0.10 -0.07
H 1.4682 2.7225 2.7258 -0.63 0.11 0.01
H 1.6565 1.2250 2.8434 -0.38 -0.33 0.29
C -3.8256 -3.5101 -3.6190 -0.58 0.48 1.90
C -4.3594 -2.4498 -2.5832 -0.16 -0.63 0.04
C -3.7516 -2.6481 -1.1885 0.50 0.46 -0.60
O -4.1148 -1.1319 -3.0193 0.44 0.56 -0.06
H -3.8816 -4.3750 -2.9580 -0.12 -0.81 -0.74
H -2.7711 -3.3857 -3.8653 -0.03 0.42 0.08
H -4.4100 -3.5994 -4.5348 -0.13 -0.08 0.15
H -5.4418 -2.4173 -2.4589 -0.26 -1.11 -0.19
H -4.1072 -3.5062 -0.6181 -0.23 -0.11 -0.33
H -3.9402 -1.7581 -0.5881 -0.12 0.12 0.07
H -2.6709 -2.7383 -1.2985 0.22 -0.02 0.14
H -4.3934 -1.1383 -3.9380 -0.08 0.44 -0.24
C 0.1361 1.0321 -0.0607 0.98 -0.36 -0.57
C -1.0588 0.1435 0.2491 0.91 0.07 -0.40
C -0.6665 -1.3007 0.5704 -0.35 0.83 -1.84
O -1.6400 0.6629 1.4167 0.46 1.38 1.09
H -0.0885 2.0022 -0.5042 -0.41 -0.01 0.60
H 0.7904 0.6072 -0.8218 -0.22 -0.58 -0.34
H 0.8282 1.1191 0.7769 -0.33 0.33 0.37
H -1.7341 0.2473 -0.6002 -0.23 -0.46 0.01
H -0.4416 -1.8159 -0.3634 0.15 -0.11 -0.11
H -1.5981 -1.7421 0.9246 0.51 -0.47 0.77
H 0.2525 -1.2817 1.1562 -0.47 -0.47 0.53
H -2.5537 0.4156 1.5766 -0.66 -0.25 -0.07
C 0.8542 -0.6999 5.7616 -0.56 0.24 1.25
C -0.2561 -0.3971 4.7681 0.86 0.11 1.23
C -1.0353 0.8843 5.0887 -0.22 -0.59 -0.57
O 0.3533 -0.2447 3.5071 0.22 -0.42 -0.67
H 1.5335 0.1350 5.9335 0.30 -0.05 -0.59
H 1.3580 -1.6577 5.6316 0.19 0.22 -0.53
H 0.3828 -0.7996 6.7393 -0.27 -0.10 0.20
H -0.8798 -1.2909 4.7531 -0.50 0.08 -0.05
H -1.8592 0.9079 4.3755 -0.24 0.17 -0.04
H -0.4152 1.7513 4.8610 0.09 0.01 0.31
H -1.4848 0.9170 6.0811 0.25 -0.04 0.07
H -0.3834 -0.2270 2.8918 -0.18 0.31 -0.70
C 1.3931 5.5794 0.8738 0.55 -0.02 1.31
C 0.5677 5.2666 -0.3210 -1.09 0.38 0.94
C 1.2047 4.3019 -1.3114 -0.15 1.18 -0.21
O -0.7085 4.7962 0.1951 1.11 0.23 -0.43
H 2.2610 6.2099 0.6806 0.41 -0.55 -0.43
H 1.6256 4.6507 1.3948 0.50 0.10 0.11
H 0.8661 6.2166 1.5839 -0.58 -0.19 -0.03
H 0.3663 6.2690 -0.6987 -0.04 -0.11 -1.16
H 2.1310 4.8003 -1.5971 0.30 -0.34 -0.16
H 0.5905 4.2615 -2.2111 -0.06 -0.26 -0.07
H 1.3929 3.2938 -0.9422 0.02 0.28 0.22
H -1.1221 4.3876 -0.5688 -0.81 -0.44 -0.01
C 5.8632 -1.5621 1.3612 -1.02 0.32 1.64
C 4.3680 -1.8778 1.1166 1.46 2.98 -0.79
C 3.7319 -0.7765 0.2581 -1.03 0.52 0.54
O 4.3366 -3.0300 0.4120 -0.66 -3.35 -1.25
H 5.8897 -0.6422 1.9453 0.40 0.22 -0.17
H 6.4502 -1.4632 0.4481 -0.24 0.05 -0.14
H 6.2952 -2.3331 1.9991 0.10 -0.13 -0.14
H 3.7560 -1.9946 2.0110 0.35 -0.06 0.24
H 4.1502 -0.5355 -0.7192 0.81 -0.34 0.13
H 3.6448 0.1547 0.8180 0.05 0.14 0.03
H 2.7125 -1.0687 0.0064 -0.24 -0.10 0.19
H 4.9604 -2.9592 -0.3142 -0.06 -0.12 -0.15
C -0.3748 1.4910 -4.0188 -1.03 -0.29 0.33
C -1.7188 0.7102 -3.9055 1.11 -0.36 -1.11
C -2.1012 0.1219 -5.2711 -1.14 0.61 0.41
O -1.6054 -0.3417 -2.9916 1.74 -0.06 0.74
H -0.5001 2.2989 -4.7397 -0.15 0.24 0.12
H 0.4811 0.9252 -4.3869 -0.14 -0.44 0.26
H -0.2016 1.8973 -3.0223 0.37 0.14 -0.09
H -2.4560 1.4236 -3.5371 -0.27 0.10 -0.24
H -3.0488 -0.4089 -5.1794 -0.02 -0.17 0.07
H -1.3906 -0.6031 -5.6681 0.27 0.40 -0.01
H -2.3615 0.9486 -5.9320 0.49 -0.06 -0.51
H -2.4671 -0.7278 -2.8183 -0.65 0.11 -0.20
C 3.2801 1.7278 -2.9199 0.10 0.11 -0.30
C 4.0733 1.4210 -4.1580 0.13 0.35 0.89
C 5.4209 0.8500 -3.8100 0.62 0.04 0.70
O 3.4297 0.4503 -4.9141 -0.26 -0.62 -0.95
H 3.3308 0.8937 -2.2201 0.05 0.12 0.11
H 2.2332 1.8725 -3.1868 0.08 0.34 0.15
H 3.7552 2.6253 -2.5236 -0.47 0.03 0.55
H 4.1699 2.3259 -4.7580 0.12 0.35 -0.07
H 6.0648 1.5966 -3.3452 0.17 -0.08 -0.01
H 5.9336 0.3869 -4.6531 0.14 0.34 -0.33
H 5.2728 0.0228 -3.1157 -0.02 0.05 0.22
H 4.1860 0.2733 -5.4782 -0.66 -1.01 -0.94
```
Positions in Å, forces in eV/Å.

Summary:
**Total charge**: -1
**Lowest unoccupied orbital energy (alpha / beta)**: 1.94 / 1.91 eV
**Multiplicity**: 2
**HOMO level (alpha / beta)**: 0.04 / -7.48 eV
**HOMO-LUMO gap (alpha / beta)**: 1.9 / 9.4 eV